[1]
Here is a cluster of 2 separate species, CH4FNO2 in total at a distorted geometry from the Open Molecules 2025 dataset. Energies are from ωB97M-V/def2-TZVPD.

Values from the calculation:
Spin multiplicity: 1
Frontier orbital gap (spin up / spin down): 7.223 / 8.784 eV
HOMO (spin up / spin down): -10.68 / -11.75 eV
E_LUMO (spin up / spin down): -3.46 / -2.97 eV

```
9
Properties=species:S:1:pos:R:3:lowdin_charge:R:1
F -0.126 -0.456 -2.305 -0.363
O 0.856 0.940 -0.387 0.068
O 0.571 -0.653 1.262 0.059
N -1.142 0.049 -0.158 0.315
C 0.037 0.265 0.437 -0.747
H 0.460 0.452 -1.206 0.062
H -0.490 0.992 1.141 0.236
H -1.772 -0.849 -0.068 0.175
H 1.607 -0.739 1.284 0.195
```



[2]
Here is a structure of composition CH4FOP at a distorted geometry from the Open Molecules 2025 dataset. Energies are from ωB97M-V/def2-TZVPD.

Values from the calculation:
Spin multiplicity: 1
Frontier orbital gap: 9.804 eV
HOMO: -9.76 eV
E_LUMO: 0.04 eV

```
8
Properties=species:S:1:pos:R:3:lowdin_charge:R:1
P 0.335 0.777 1.329 0.873
F 0.238 2.202 0.596 -0.397
O 1.465 -1.232 -0.109 -0.038
C 1.271 -0.042 0.004 -0.508
H 1.486 0.732 -0.820 0.097
H -0.935 0.480 0.811 -0.063
H -1.574 -1.369 -1.053 0.010
H -2.285 -1.548 -0.759 0.026
```



[3]
Here is the molecule CH4FOP at a distorted geometry from the Open Molecules 2025 dataset. Energies are from ωB97M-V/def2-TZVPD.

Values from the calculation:
Spin multiplicity: 1
Frontier orbital gap: 10.469 eV
HOMO: -9.81 eV
SMILES string: OCPF
E_LUMO: 0.66 eV

```
8
Properties=species:S:1:pos:R:3:lowdin_charge:R:1
P 0.631 0.127 -1.497 0.882
F -0.286 1.457 -1.950 -0.445
O 1.383 0.433 1.144 -0.194
C 0.235 0.128 0.378 -0.523
H 1.455 1.118 1.856 0.109
H 0.125 -0.966 0.781 0.097
H -0.524 -1.027 -1.624 -0.012
H -0.782 0.582 0.548 0.085
```



[4]
Here is a cluster of 2 separate species, CH4FOP in total at a distorted geometry from the Open Molecules 2025 dataset. Energies are from ωB97M-V/def2-TZVPD.

Values from the calculation:
Spin multiplicity: 3
Frontier orbital gap (spin up / spin down): 6.481 / 7.485 eV
HOMO (spin up / spin down): -5.70 / -10.74 eV
E_LUMO (spin up / spin down): 0.78 / -3.25 eV

```
8
Properties=species:S:1:pos:R:3:lowdin_spin:R:1
P 1.551 -0.938 -0.171 1.129
F -2.926 -0.044 -0.379 0.002
O 0.491 -0.441 0.989 0.351
C 0.302 0.366 -0.131 0.336
H -2.242 -0.266 0.172 0.001
H 2.631 -0.269 0.362 0.158
H -0.550 0.240 -0.655 0.010
H 0.743 1.352 -0.188 0.012
```



[5]
Here is a structure of composition CH4FOPS at a distorted geometry from the Open Molecules 2025 dataset. Energies are from ωB97M-V/def2-TZVPD.

Values from the calculation:
Spin multiplicity: 1
Frontier orbital gap (spin up / spin down): 7.165 / 6.791 eV
HOMO (spin up / spin down): -8.61 / -8.46 eV
E_LUMO (spin up / spin down): -1.44 / -1.67 eV

```
9
Properties=species:S:1:pos:R:3:lowdin_charge:R:1
S -0.182 -0.355 0.218 0.385
P 2.590 0.010 0.653 0.868
F 2.814 1.208 -0.407 -0.337
O 2.359 -1.064 -0.471 -0.422
C -2.026 0.227 0.300 -0.462
H 1.713 -0.836 -1.120 -0.036
H -2.164 1.167 -0.153 -0.012
H -2.488 -0.006 1.309 0.041
H -2.616 -0.352 -0.329 -0.024
```



[6]
Here is the molecule CH4IN3 at a distorted geometry from the Open Molecules 2025 dataset. Energies are from ωB97M-V/def2-TZVPD.

Values from the calculation:
Spin multiplicity: 1
Frontier orbital gap (spin up / spin down): 7.902 / 8.670 eV
HOMO (spin up / spin down): -7.87 / -8.57 eV
E_LUMO (spin up / spin down): 0.03 / 0.10 eV

```
9
Properties=species:S:1:pos:R:3:lowdin_charge:R:1
I 3.111 0.208 0.007 1.297
N 4.731 -0.581 -0.118 -0.727
N 1.759 -1.237 0.029 -0.474
N 0.468 -1.068 -0.116 -0.277
C -0.059 0.248 -0.235 -0.191
H 0.187 0.777 0.688 0.065
H 0.408 0.837 -1.003 0.040
H -1.116 0.373 -0.540 0.095
H -0.077 -1.749 0.534 0.171
```



[7]
Here is a cluster of 2 separate species, CH4INO in total at a distorted geometry from the Open Molecules 2025 dataset. Energies are from ωB97M-V/def2-TZVPD.

Values from the calculation:
Spin multiplicity: 1
Frontier orbital gap (spin up / spin down): 8.082 / 8.082 eV
HOMO (spin up / spin down): -8.47 / -8.47 eV
E_LUMO (spin up / spin down): -0.39 / -0.39 eV

```
8
Properties=species:S:1:pos:R:3:lowdin_charge:R:1
I 2.394 -0.020 -0.153 0.697
O -0.359 -0.484 0.612 -0.378
N 0.637 -1.086 -0.013 -0.626
C -0.735 0.689 -0.200 -0.136
H -1.058 1.422 0.519 0.068
H 0.723 -2.299 0.838 0.241
H 0.041 1.284 -0.875 0.070
H -1.643 0.494 -0.728 0.064
```



[8]
Here is a cluster of 2 separate species, CH4INS in total at a distorted geometry from the Open Molecules 2025 dataset. Energies are from ωB97M-V/def2-TZVPD.

Values from the calculation:
Spin multiplicity: 1
Frontier orbital gap (spin up / spin down): 7.365 / 7.754 eV
HOMO (spin up / spin down): -8.92 / -8.95 eV
E_LUMO (spin up / spin down): -1.56 / -1.20 eV

```
8
Properties=species:S:1:pos:R:3:lowdin_charge:R:1
I 2.300 0.371 0.060 0.819
S -0.111 -2.008 0.306 0.320
N 0.458 0.224 -0.528 -0.786
C -0.562 0.892 0.095 -0.411
H 0.296 -2.801 -0.883 -0.152
H -0.293 1.964 0.064 0.084
H -0.498 0.676 1.142 0.037
H -1.590 0.682 -0.256 0.090
```



[9]
Here is a cluster of 2 separate species, CH4INS in total at a distorted geometry from the Open Molecules 2025 dataset. Energies are from ωB97M-V/def2-TZVPD.

Values from the calculation:
Spin multiplicity: 1
Frontier orbital gap: 7.903 eV
HOMO: -7.93 eV
E_LUMO: -0.03 eV

```
8
Properties=species:S:1:pos:R:3:lowdin_charge:R:1
I 2.167 0.374 2.437 0.234
S 0.009 1.223 1.890 -0.225
N -0.757 -0.564 -1.122 0.020
C 0.103 0.116 -0.340 -0.309
H -0.921 -1.535 -0.768 0.125
H 0.221 1.098 -0.890 0.094
H 0.802 -0.555 0.164 -0.027
H -1.623 -0.157 -1.371 0.087
```



[10]
Here is a cluster of 2 separate species, CH4INS in total at a distorted geometry from the Open Molecules 2025 dataset. Energies are from ωB97M-V/def2-TZVPD.

Values from the calculation:
Spin multiplicity: 1
Frontier orbital gap (spin up / spin down): 5.433 / 5.431 eV
HOMO (spin up / spin down): -8.60 / -8.60 eV
E_LUMO (spin up / spin down): -3.17 / -3.17 eV

```
8
Properties=species:S:1:pos:R:3:lowdin_charge:R:1
I -3.101 0.312 0.058 -0.176
S 0.023 2.051 -0.244 0.671
N 0.656 0.551 -0.556 -0.546
C 0.498 -0.623 0.372 -0.163
H 0.737 -0.254 1.477 0.130
H -0.522 -0.932 0.330 -0.048
H 0.623 0.385 -1.557 0.062
H 1.086 -1.492 0.121 0.070
```



[11]
Here is a cluster of 2 separate species, CH4IP in total at a distorted geometry from the Open Molecules 2025 dataset. Energies are from ωB97M-V/def2-TZVPD.

Values from the calculation:
Spin multiplicity: 1
Frontier orbital gap (spin up / spin down): 8.402 / 7.729 eV
HOMO (spin up / spin down): -9.44 / -8.09 eV
E_LUMO (spin up / spin down): -1.03 / -0.36 eV

```
7
Properties=species:S:1:pos:R:3:lowdin_charge:R:1
I -2.473 -0.454 -0.105 0.282
P -0.526 0.926 0.092 0.271
C 0.532 -0.241 -0.699 -0.592
H 0.436 -1.217 -0.230 0.016
H 0.301 -0.032 -1.726 0.017
H 0.245 1.020 3.072 0.026
H 1.485 -0.001 -0.404 -0.020
```



[12]
Here is the molecule CH4N2 at a distorted geometry from the Open Molecules 2025 dataset. Energies are from ωB97M-V/def2-TZVPD.

Values from the calculation:
Spin multiplicity: 1
Frontier orbital gap: 10.748 eV
HOMO: -9.73 eV
SMILES string: [H]/N=C\N
E_LUMO: 1.01 eV

```
7
Properties=species:S:1:pos:R:3:lowdin_charge:R:1
N 0.897 -0.103 -0.075 0.069
N -1.576 -0.093 -0.040 0.077
C -0.435 0.391 -0.010 -0.408
H -0.390 1.432 -0.085 0.080
H -1.296 -1.076 0.065 0.042
H 1.164 -1.070 -0.022 0.075
H 1.636 0.520 0.167 0.065
```